Entry 1:
The following is a quantum chemistry calculation of C5H12O2 in the gas phase, from the OMol25 dataset.

The HOMO energy comes out at -9.9 eV. For the calculated total energy, the calculation gives -9474.273 eV. For the orbital gap, the calculation gives 10.72 eV. Its multiplicity is 1. The structure (SMILES) is CC[C@@H](O)CCO. The calculation puts the LUMO energy at 0.79 eV. The value obtained for the maximum force is 0.4 eV/Å.

Last column: Löwdin charge in e.
Cartesian coordinates (Å):
C 2.39 -0.19 0.75  -0.099
C 1.20 0.19 -0.12  -0.214
C 0.02 -0.78 -0.03  -0.402
O -0.39 -0.81 1.34  -0.038
C -1.16 -0.42 -0.94  -0.136
C -1.97 0.79 -0.49  -0.263
O -1.21 1.98 -0.30  -0.071
H 3.15 0.59 0.69  0.072
H 2.07 -0.28 1.79  0.072
H 2.84 -1.14 0.43  0.074
H 1.49 0.26 -1.18  0.123
H 0.87 1.19 0.16  0.094
H 0.39 -1.78 -0.32  0.144
H -1.04 -1.51 1.44  0.100
H -1.85 -1.27 -0.98  0.117
H -0.79 -0.28 -1.96  0.119
H -2.51 0.55 0.43  0.114
H -2.71 1.03 -1.26  0.117
H -0.78 1.89 0.56  0.075

Entry 2:
The following is a quantum chemistry calculation of a 3-piece molecular cluster, C5H12O2 overall in a non-equilibrium geometry, from the OMol25 dataset.

The HOMO energy comes out at -8.9 eV. For the calculated total energy, the calculation gives -9472.268 eV. For the orbital gap, the calculation gives 9.75 eV. Its multiplicity is 1. The structure (SMILES) is C=CCC=C.O.O. The calculation puts the LUMO energy at 0.83 eV. The value obtained for the maximum force is 1.1 eV/Å.

Last column: Löwdin charge in e.
Cartesian coordinates (Å):
C 0.22 -0.84 -1.74  -0.204
C 1.07 -0.31 -2.62  -0.013
C -1.08 -0.21 -1.36  -0.228
C -1.39 0.04 0.09  -0.183
C -1.00 -0.74 1.08  -0.009
H 0.53 -1.82 -1.39  0.090
H 1.84 -0.90 -3.09  0.046
H 1.19 0.77 -2.70  0.056
H -1.19 0.68 -1.97  0.104
H -1.88 -0.79 -1.83  0.117
H -2.03 0.90 0.30  0.089
H -0.99 -0.38 2.10  0.055
H -0.68 -1.74 0.82  0.058
H -1.25 3.02 2.67  0.029
H -0.15 3.79 3.41  0.029
O -0.45 2.91 3.19  -0.061
H 2.95 -1.00 0.68  0.041
H 2.21 -1.99 1.55  0.044
O 2.07 -1.37 0.82  -0.059

Entry 3:
The following is a quantum chemistry calculation of a 3-piece molecular cluster, C5H12O2 overall in a non-equilibrium geometry, from the OMol25 dataset.

The HOMO energy comes out at -8.6 eV. For the calculated total energy, the calculation gives -9472.934 eV. For the orbital gap, the calculation gives 9.12 eV. Its multiplicity is 1. The structure (SMILES) is C=C/C=C/C.O.O. The calculation puts the LUMO energy at 0.55 eV. The value obtained for the maximum force is 2.7 eV/Å.

Last column: Löwdin charge in e.
Cartesian coordinates (Å):
C 2.23 2.24 1.62  -0.005
C 1.37 1.34 2.07  -0.193
C 1.05 0.15 1.24  -0.143
C 0.36 -0.88 1.72  -0.169
C -0.23 -1.96 0.87  -0.104
H 2.39 3.14 2.20  0.053
H 2.73 2.05 0.68  0.055
H 1.10 1.14 3.10  0.096
H 1.32 0.37 0.21  0.106
H 0.25 -1.00 2.80  0.106
H -1.33 -1.91 0.94  0.075
H 0.04 -1.85 -0.18  0.061
H 0.00 -2.98 1.21  0.072
H -0.66 -0.70 -3.88  0.028
H -0.47 -0.90 -2.45  0.016
O -0.10 -1.22 -3.28  -0.067
H -3.63 0.32 -3.27  0.041
H -3.45 1.66 -2.56  0.035
O -2.96 0.99 -3.05  -0.060

Entry 4:
The following is a quantum chemistry calculation of a 2-piece molecular cluster, C5H12O2 overall in a non-equilibrium geometry, from the OMol25 dataset.

The HOMO energy (alpha / beta) comes out at -14.4 / -14.3 eV. For the calculated total energy, the calculation gives -9463.274 eV. For the orbital gap (alpha / beta), the calculation gives 9.71 / 5.16 eV. Its expectation value of S² is 0.76. The charge is +1. Its multiplicity is 2. The calculation puts the LUMO energy (alpha / beta) at -4.74 / -9.18 eV. The value obtained for the maximum force is 4.1 eV/Å.

Last column: Löwdin charge in e.
Cartesian coordinates (Å):
C 1.87 -0.20 -1.03  -0.172
O 2.37 1.10 -0.46  -0.097
C 1.04 -0.94 0.06  -0.113
C 0.05 0.10 0.50  -0.188
C -1.12 0.37 -0.35  0.001
C -1.61 1.59 -0.69  0.256
H 1.57 0.05 -2.04  0.123
H 2.80 -0.73 -1.27  0.124
H 2.96 0.81 0.25  0.090
H 1.68 -1.39 0.83  0.142
H 0.43 -1.72 -0.43  0.133
H -0.47 -0.32 1.38  0.148
H 0.51 1.01 0.85  0.124
H -1.73 -0.54 -0.45  0.123
H -2.51 1.68 -1.29  0.115
H -0.95 2.46 -0.50  0.130
H -2.36 -0.98 2.15  0.054
H -2.85 -1.63 0.69  0.039
O -2.37 -1.69 1.51  -0.031

Entry 5:
The following is a quantum chemistry calculation of C5H12O3 as an isolated structure in a non-equilibrium geometry, from the OMol25 dataset.

The HOMO energy comes out at 0.6 eV. For the calculated total energy, the calculation gives -11513.597 eV. For the orbital gap, the calculation gives 5.34 eV. The charge is -2. Its multiplicity is 1. The calculation puts the LUMO energy at 5.95 eV. The value obtained for the maximum force is 6.2 eV/Å.

Last column: Löwdin charge in e.
Cartesian coordinates (Å):
C -2.63 -1.06 0.20  -0.616
O -2.95 -1.93 -0.77  -0.398
C -1.16 -0.81 0.53  -0.252
C -0.33 -0.33 -0.64  -0.257
C 0.92 0.23 -0.02  -0.249
C 2.05 0.60 -1.03  -0.234
O 2.06 -0.75 -2.07  -0.267
H -3.04 0.02 -0.04  0.091
H -2.99 -1.52 1.19  0.066
H -1.07 -0.12 1.36  0.090
H -0.80 -1.87 0.76  0.116
H -0.89 0.32 -1.37  0.124
H -0.08 -1.05 -1.40  0.077
H 1.43 -0.30 0.77  0.091
H 0.62 1.31 0.56  0.141
H 3.03 1.15 -0.64  0.146
H 1.73 1.39 -1.63  0.065
H 2.71 -0.52 -1.03  0.129
H 0.95 2.88 2.91  -0.270
O 0.42 2.36 2.36  -0.593

Entry 6:
The following is a quantum chemistry calculation of a 2-piece molecular cluster, C5H12O3 overall in a non-equilibrium geometry, from the OMol25 dataset.

The HOMO energy comes out at -9.0 eV. For the calculated total energy, the calculation gives -11519.157 eV. For the orbital gap, the calculation gives 9.56 eV. Its multiplicity is 1. The calculation puts the LUMO energy at 0.59 eV. The value obtained for the maximum force is 2.9 eV/Å.

Last column: Löwdin charge in e.
Cartesian coordinates (Å):
C 0.13 0.32 -0.10  -0.244
C -1.38 0.36 -0.38  -0.438
C 0.82 -0.92 -0.54  -0.164
C 0.87 1.59 -0.37  -0.029
C 1.20 -1.40 0.88  -0.101
O -0.06 0.69 1.82  -0.197
O -1.49 0.39 -1.79  0.022
O -2.08 -0.71 0.18  0.025
H -0.89 0.38 2.20  0.034
H -1.78 -1.53 -0.26  0.100
H -2.40 0.60 -2.02  0.108
H -1.80 1.26 0.08  0.155
H 1.69 -0.71 -1.16  0.119
H 0.17 -1.62 -1.07  0.111
H 0.33 2.45 0.01  0.089
H 1.03 1.69 -1.45  0.102
H 1.85 1.55 0.12  0.101
H 0.71 -2.34 1.12  0.067
H 2.28 -1.44 1.00  0.066
H 0.79 -0.63 1.70  0.076

Entry 7:
The following is a quantum chemistry calculation of C5H12O3 as an isolated structure in a non-equilibrium geometry, from the OMol25 dataset.

The HOMO energy comes out at -9.7 eV. For the calculated total energy, the calculation gives -11519.894 eV. For the orbital gap, the calculation gives 10.41 eV. Its multiplicity is 1. The calculation puts the LUMO energy at 0.69 eV. The value obtained for the maximum force is 3.2 eV/Å.

Last column: Löwdin charge in e.
Cartesian coordinates (Å):
C 1.31 0.35 -1.18  -0.447
C 1.26 1.56 -0.24  -0.050
C 0.65 -0.84 -0.52  -0.205
C 1.28 -1.95 -0.18  0.004
O 0.69 0.64 -2.42  -0.031
H -0.25 0.79 -2.25  0.086
H 2.35 0.11 -1.42  0.142
H 0.04 -0.54 1.54  0.072
H 0.22 1.81 -0.01  0.065
H 1.78 1.35 0.69  0.078
H 1.72 2.42 -0.73  0.079
H 0.76 -2.80 0.23  0.054
H 2.36 -1.99 -0.11  0.062
C -2.41 0.40 0.96  -0.438
O -2.15 0.30 -0.22  0.016
O -3.06 -0.54 1.65  0.065
H -3.03 -1.39 1.17  0.132
H -0.46 -0.78 -0.55  0.079
H -2.55 1.37 1.45  0.150
H -0.49 -0.26 2.11  0.086

Entry 8:
The following is a quantum chemistry calculation of a 2-piece molecular cluster, C5H12O3 overall in a non-equilibrium geometry, from the OMol25 dataset.

The HOMO energy comes out at -10.4 eV. For the calculated total energy, the calculation gives -11520.129 eV. For the orbital gap, the calculation gives 10.96 eV. Its multiplicity is 1. The structure (SMILES) is CC(C)CC(=O)O.O. The calculation puts the LUMO energy at 0.56 eV. The value obtained for the maximum force is 5.9 eV/Å.

Last column: Löwdin charge in e.
Cartesian coordinates (Å):
O 0.65 -1.18 -1.85  0.111
C -0.18 -0.76 -1.14  -0.622
O -1.40 -0.42 -1.67  -0.017
C -0.09 -0.63 0.36  -0.048
C -0.17 0.93 0.87  -0.330
C -1.28 0.88 2.15  -0.038
C -0.55 1.81 -0.32  -0.126
H -1.10 -0.29 -2.78  0.258
H -1.31 -1.03 0.63  0.183
H 0.48 -1.32 0.94  0.096
H 0.78 1.34 1.22  0.117
H -0.77 0.39 3.00  0.077
H -1.42 1.90 2.47  0.054
H -2.08 0.46 1.61  0.033
H -0.37 2.89 0.05  0.102
H 0.16 1.69 -1.16  0.079
H -1.59 1.71 -0.77  0.098
H 3.62 -3.28 -0.57  0.027
H 3.02 -2.19 -1.60  -0.014
O 3.62 -2.90 -1.44  -0.039

Entry 9:
The following is a quantum chemistry calculation of C5H12O3 as an isolated structure in a non-equilibrium geometry, from the OMol25 dataset.

The HOMO energy comes out at -9.5 eV. For the calculated total energy, the calculation gives -11519.877 eV. For the orbital gap, the calculation gives 10.14 eV. Its multiplicity is 1. The calculation puts the LUMO energy at 0.59 eV. The value obtained for the maximum force is 4.7 eV/Å.

Last column: Löwdin charge in e.
Cartesian coordinates (Å):
C 0.90 0.28 0.15  -0.447
C 2.33 -0.25 0.02  -0.086
C -0.14 -0.77 -0.30  -0.063
C 0.78 1.60 -0.62  -0.071
H 0.72 0.50 1.21  0.128
H 2.47 -1.16 0.62  0.073
H 2.56 -0.49 -1.02  0.081
H 0.98 1.45 -1.68  0.087
H -0.13 -0.85 -1.38  0.116
H 0.18 -1.73 0.14  0.105
H -1.43 -1.88 0.07  0.159
H 3.06 0.48 0.36  0.077
H 1.50 2.33 -0.26  0.079
H -0.21 2.05 -0.52  0.070
C -1.79 -0.07 -0.02  -0.611
O -1.79 0.44 1.25  0.053
O -2.51 -1.76 0.40  -0.054
O -2.34 0.43 -0.95  0.082
H -2.32 1.25 1.23  0.130
H -2.85 -1.86 1.31  0.092

Entry 10:
The following is a quantum chemistry calculation of C5H12O3Sc as an isolated structure in a non-equilibrium geometry, from the OMol25 dataset.

The HOMO energy (alpha / beta) comes out at -15.8 / -17.6 eV. For the calculated total energy, the calculation gives -32199.353 eV. For the orbital gap (alpha / beta), the calculation gives 6.46 / 8.21 eV. Its expectation value of S² is 0.75. The charge is +2. Its multiplicity is 2. The calculation puts the LUMO energy (alpha / beta) at -9.35 / -9.34 eV. The value obtained for the maximum force is 1.7 eV/Å.

Last column: Löwdin charge in e.
Cartesian coordinates (Å):
C 3.12 0.46 0.11  0.024
H 3.64 1.04 -0.66  0.125
H 3.50 -0.56 0.10  0.107
H 3.19 0.88 1.13  0.117
O 1.73 0.39 -0.26  -0.183
C 0.92 1.37 0.09  0.121
H 0.94 1.58 1.17  0.150
H 0.80 2.15 -0.67  0.150
O -0.84 -1.80 -1.85  -0.233
C -0.99 -0.52 -2.08  -0.111
C -1.14 0.32 -0.22  -0.129
O -0.95 -0.73 0.73  -0.400
C -1.93 -0.84 1.75  -0.030
Sc 0.13 -2.40 -0.14  1.415
H -1.89 -0.19 -2.63  0.139
H -0.07 -0.01 -2.41  0.114
H -2.21 0.21 -0.48  0.138
H -1.42 1.26 0.29  0.128
H -1.57 -1.55 2.50  0.112
H -2.09 0.14 2.21  0.122
H -2.87 -1.18 1.31  0.125

Entry 11:
The following is a quantum chemistry calculation of a 2-piece molecular cluster, C5H12O3Si overall in a non-equilibrium geometry, from the OMol25 dataset.

The HOMO energy comes out at -8.6 eV. For the calculated total energy, the calculation gives -19400.973 eV. For the orbital gap, the calculation gives 9.18 eV. Its multiplicity is 1. The structure (SMILES) is C[Si](C)(O)O.CC=C=O. The calculation puts the LUMO energy at 0.53 eV. The value obtained for the maximum force is 3.8 eV/Å.

Last column: Löwdin charge in e.
Cartesian coordinates (Å):
C -2.70 -0.42 -0.79  -0.175
C -3.25 0.81 1.34  -0.105
C 3.50 -0.21 -0.40  -0.149
C 0.61 -0.90 0.79  -0.139
C -2.41 0.38 0.24  -0.188
O -2.72 -1.27 -1.58  0.157
O 1.28 1.41 -0.59  -0.160
O 1.08 -0.82 -2.05  -0.079
Si 1.60 -0.21 -0.69  0.242
H -1.45 0.82 0.05  0.089
H -4.14 0.29 1.51  0.064
H -2.61 0.75 2.14  0.052
H -3.64 1.86 1.22  0.101
H 3.61 0.74 0.09  0.002
H 3.92 -0.96 0.32  0.037
H 4.11 -0.08 -1.37  0.058
H 1.15 -0.65 1.72  0.037
H -0.45 -0.59 0.93  -0.003
H 0.54 -1.99 0.53  0.045
H 1.81 2.02 -1.13  0.064
H 0.19 -0.98 -2.31  0.049

Entry 12:
The following is a quantum chemistry calculation of C5H12O3Sm as an isolated structure in a non-equilibrium geometry, from the OMol25 dataset.

The HOMO energy (alpha / beta) comes out at -5.4 / -6.9 eV. For the calculated total energy, the calculation gives -29422.209 eV. For the orbital gap (alpha / beta), the calculation gives 5.73 / 6.98 eV. Its expectation value of S² is 12.01. Its multiplicity is 7. The calculation puts the LUMO energy (alpha / beta) at 0.31 / 0.06 eV. The value obtained for the maximum force is 3.0 eV/Å.

Last column: Löwdin charge in e.
Cartesian coordinates (Å):
O 1.88 1.42 -0.55  -0.523
C 1.39 2.15 0.51  -0.342
C 0.18 1.55 1.22  -0.204
O -0.98 1.69 0.44  -0.127
C -1.48 0.78 -0.50  -0.201
C -1.44 -0.69 -0.16  -0.174
O -0.14 -1.26 -0.33  -0.428
C -0.08 -2.64 -0.01  -0.084
H 1.09 3.15 0.13  0.120
H 2.16 2.31 1.29  0.114
H -0.01 2.12 2.14  0.128
H 0.38 0.52 1.54  0.118
H -1.01 1.00 -1.48  0.122
H -2.53 1.04 -0.64  0.137
H -2.13 -1.24 -0.82  0.138
H -1.74 -0.85 0.89  0.144
H 0.95 -2.98 -0.19  0.078
H -0.34 -2.78 1.05  0.104
H -0.77 -3.20 -0.65  0.105
H 2.83 -1.69 -2.52  -0.297
Sm 1.79 -0.41 -1.37  1.072